44
Properties=species:S:1:pos:R:3:forces:R:3 method="wB97M-V/def2-TZVPD" homo_energy_ev=-12.1 charge=+1 spin_multiplicity=1 homo_lumo_gap_ev=6.376
C 3.91522 -2.63202 -0.65328 1.1 0.6 -0.4
C 4.76682 -1.25203 -0.64938 -0.3 -1.7 -0.4
S 3.71686 0.26215 -0.86771 0.1 0.0 0.0
C 2.73244 0.10356 -2.43901 0.4 -1.8 -1.2
C 1.36542 -0.66426 -2.27691 -3.6 -0.8 1.0
C 0.90240 -1.82917 -3.11464 0.7 1.8 1.3
N -0.30587 -2.47221 -2.91689 1.9 -0.3 -1.5
N -1.28256 -2.23013 -2.06204 2.4 3.4 1.3
C -0.94287 -1.14353 -1.29036 -0.1 0.3 0.3
S -2.28558 -0.64646 -0.06663 -2.8 2.6 4.6
C -3.82184 -1.66718 -0.39271 1.2 -1.1 -1.9
O -1.88246 -0.96616 1.35751 -0.1 0.1 -4.1
O -2.71539 0.78147 -0.25822 1.7 -3.4 -0.6
C 0.29482 -0.29528 -1.25184 1.3 -2.3 -1.7
S 0.47135 1.08011 -0.05170 -0.1 -1.0 -0.2
H 3.04077 -2.60040 -1.37882 0.9 0.0 1.1
H 4.62719 -3.42559 -1.07001 -1.1 0.8 1.0
H 3.61859 -2.82404 0.41941 0.0 -0.2 -1.5
H 5.58630 -1.36679 -1.42104 -0.9 0.6 0.8
H 5.24975 -1.17943 0.38544 -0.7 0.4 -1.5
H 2.61192 1.10299 -2.98426 -0.1 -1.2 1.2
H 3.38100 -0.53107 -3.14367 -1.0 0.9 0.8
H 1.58682 -2.19166 -3.94590 -1.3 0.2 1.1
H -0.49639 -3.28205 -3.53589 0.1 0.7 0.5
H -4.21207 -1.36141 -1.42472 0.4 -0.2 1.6
H -3.43323 -2.73888 -0.50850 -0.8 1.4 0.5
H -4.58763 -1.55755 0.42842 1.3 0.2 -0.8
H 1.35783 0.54813 0.89454 -0.7 0.0 -1.3
Cl 2.23132 3.88578 -1.20061 0.1 -0.1 0.0
C 1.15666 5.30741 -1.20773 -0.2 0.4 -0.1
C 0.94107 5.86398 0.18355 0.1 0.1 -0.1
Cl -0.01531 4.76128 1.20483 0.0 -0.1 0.0
H 0.21471 5.01844 -1.67489 0.1 -0.1 0.1
H 1.63221 6.06052 -1.83859 0.0 -0.1 0.1
H 0.38705 6.80211 0.12456 0.0 -0.1 -0.1
H 1.88784 6.05827 0.68884 -0.1 -0.1 -0.1
Cl -4.93006 0.02641 6.23848 0.0 0.0 0.0
C -3.60639 -0.68178 5.28098 0.1 0.0 -0.1
C -4.11617 -1.44235 4.07490 0.2 0.1 -0.1
Cl -4.98654 -2.92771 4.53344 -0.1 0.0 0.0
H -3.01678 -1.32144 5.93847 -0.2 0.0 -0.1
H -2.97433 0.14628 4.95453 -0.1 -0.1 -0.1
H -3.27732 -1.74796 3.44724 0.0 0.1 0.1
H -4.78756 -0.83034 3.47082 0.0 0.0 0.2

---

43
Properties=species:S:1:pos:R:3:forces:R:3 method="wB97M-V/def2-TZVPD" homo_energy_ev="-0.3 / -5.4" charge=-1 s2=3.759 spin_multiplicity=4 homo_lumo_gap_ev="2.473 / 7.581"
Ti -1.23829 1.22274 0.77582 -0.6 1.4 -1.9
C 1.11038 2.81119 -0.55173 -3.8 0.9 -0.3
O 0.83128 1.45586 -1.03041 1.2 0.8 0.7
O -0.16712 3.17974 -0.09231 2.6 -1.2 1.1
C 2.40782 2.96492 0.35759 -2.0 -1.4 -1.2
F 2.28139 2.09705 1.37685 0.6 0.3 0.8
F 3.46557 2.58194 -0.37353 0.9 -0.2 -0.1
F 2.72192 4.18196 0.77741 -0.6 0.2 0.5
C 1.93110 0.67494 -1.45599 -1.6 -1.6 -1.4
C 1.31401 -0.45772 -2.37062 1.1 0.8 1.4
H 2.08460 -0.94722 -2.96616 0.2 0.1 0.0
H 0.96266 -1.17985 -1.63361 -0.9 -0.1 -0.7
H 0.59103 0.02321 -3.02949 -0.3 -0.5 0.3
H 2.25773 0.20977 -0.52592 1.4 0.0 -0.4
H 2.60777 1.22140 -2.11297 0.4 0.2 0.7
H 1.34536 3.41175 -1.43048 0.4 0.2 -0.4
Cl -3.69874 2.36043 0.99283 1.1 -0.7 0.2
O -1.67301 -0.22009 -1.00940 2.8 -0.2 4.9
C -2.54047 -0.11202 -1.86886 2.1 2.5 -5.0
O -3.80224 -0.37472 -1.71506 -4.1 0.3 0.3
C -4.25338 -1.24105 -0.69603 0.6 -0.6 -1.4
C -4.17872 -2.66396 -1.36882 0.6 0.5 1.7
C -2.39748 1.04826 -2.95373 -0.4 -1.1 0.2
H -5.25557 -0.93165 -0.39939 -0.1 -0.1 -0.3
H -3.61704 -1.03464 0.16453 0.1 -0.8 0.2
H -4.36005 -3.41928 -0.60415 -0.5 -0.3 -0.2
H -3.14514 -2.83850 -1.66772 0.1 0.2 -0.1
H -4.78622 -2.79019 -2.26498 -0.3 0.3 0.3
H -2.64041 0.62319 -3.92759 -0.6 0.2 -0.1
H -1.43330 1.51815 -3.14782 0.4 -0.4 0.9
H -3.07717 1.85246 -2.67199 -0.3 0.2 -0.2
C 3.31546 -0.51779 3.00632 -0.1 -0.2 0.7
C 2.68195 -1.90714 2.82278 0.2 0.3 -1.0
C 1.32309 -1.96622 3.51495 0.9 0.3 0.0
C 0.52872 -0.77885 3.19019 -2.6 1.7 -1.1
N -0.18509 0.07514 2.81325 1.9 -2.1 0.4
H 3.71852 -0.40536 4.01280 0.9 -0.3 -0.1
H 2.59580 0.29869 3.06592 -0.4 -0.2 -0.7
H 4.00109 -0.27525 2.19442 0.2 0.0 0.4
H 3.22993 -2.76694 3.20822 0.5 0.4 0.4
H 2.67651 -2.14231 1.75846 -0.7 0.2 -0.2
H 1.66647 -1.94744 4.54928 -0.9 0.0 0.4
H 0.79946 -2.89470 3.28726 -0.3 0.2 0.1

---

36
Properties=species:S:1:pos:R:3:forces:R:3 method="wB97M-V/def2-TZVPD" smiles=CCCC#N.CCCC#N.CCCC#N homo_energy_ev=-11.1 spin_multiplicity=1 homo_lumo_gap_ev=11.826
C 20.94111 26.38284 -21.79107 1.3 2.7 0.3
C 21.18326 27.89022 -21.20495 -1.1 -0.7 -0.6
C 20.69129 29.00143 -22.16454 0.6 -0.2 -0.6
C 19.27687 28.84436 -22.43282 -2.3 0.3 -0.3
N 18.15872 28.75431 -22.73324 1.5 0.0 0.5
H 20.07715 26.20848 -22.43238 -0.6 0.3 1.1
H 21.11162 25.72046 -20.94239 -0.3 -0.4 -0.6
H 21.71979 26.33759 -22.55246 0.6 -0.6 0.3
H 22.21830 27.99284 -20.87898 0.2 0.1 -0.6
H 20.64406 28.13880 -20.29086 -0.4 -0.7 0.1
H 21.07094 29.00657 -23.18627 0.7 -0.6 -0.1
H 20.92827 30.02263 -21.86604 -0.3 -0.1 0.6
C 20.09609 21.70979 -17.92394 -0.1 -1.1 0.8
C 20.43396 21.13665 -19.33288 -0.1 2.2 -0.9
C 19.46211 21.50532 -20.53093 -0.9 1.3 1.5
C 19.12337 22.98596 -20.41180 0.6 -2.4 -0.2
N 18.83509 24.07191 -20.22091 -0.2 1.2 0.0
H 19.47832 22.59252 -17.75887 0.2 0.3 -1.1
H 21.04538 21.89100 -17.41984 0.1 0.2 0.0
H 19.59884 21.01863 -17.24340 -0.1 -0.6 -0.3
H 20.77815 20.10245 -19.32468 -0.4 0.0 0.0
H 21.28429 21.76175 -19.60544 0.5 -0.4 -0.1
H 18.48160 21.04126 -20.42439 0.1 -0.3 -0.2
H 19.80493 21.35242 -21.55426 0.3 -0.3 0.3
C 19.23523 25.43664 -25.67400 -0.9 -0.7 -1.3
C 18.42859 25.11266 -24.46753 -1.2 -1.7 2.3
C 17.62789 23.70285 -24.59956 0.1 0.2 -0.6
C 17.43872 22.73102 -23.51415 0.0 -1.1 3.1
N 17.22851 21.98511 -22.62908 0.6 1.9 -2.6
H 19.83271 24.58009 -25.98617 0.6 0.3 0.3
H 19.75313 26.39573 -25.67738 0.1 -0.3 0.3
H 18.48305 25.46480 -26.46238 0.1 0.4 -0.5
H 17.69044 25.87985 -24.23376 0.0 0.0 -0.2
H 19.00831 25.02352 -23.54879 0.2 0.0 -0.1
H 18.08054 23.09073 -25.37964 0.2 0.2 -0.3
H 16.58733 23.82038 -24.90210 0.0 0.6 -0.4

---

50
Properties=species:S:1:pos:R:3:forces:R:3 method="wB97M-V/def2-TZVPD" homo_energy_ev=-10.4 spin_multiplicity=1 homo_lumo_gap_ev=10.259
O -0.24490 1.91995 -1.87025 0.2 0.4 0.1
N -0.00809 1.49466 -0.80415 0.2 -0.3 -0.6
O -1.14471 1.46442 -0.03158 -0.9 -0.4 0.4
C -1.10211 0.28829 0.82319 0.7 -0.4 0.7
B -2.46416 -0.53286 0.69562 -0.1 0.0 0.4
O -3.68921 -0.12120 1.22676 0.5 -1.4 -1.1
B -4.63936 -0.99821 0.63457 0.1 1.1 -0.3
O -4.64635 -1.03895 -0.77737 1.3 -0.8 1.3
B -3.37006 -1.53169 -1.11846 -0.4 -0.4 -0.5
C -2.93448 -1.82138 -2.62229 0.3 -0.7 1.3
C -1.65972 -2.70733 -2.61172 0.1 0.4 -1.0
C -1.06810 -2.96062 -4.02019 0.4 -0.2 1.0
O 0.21677 -3.59044 -3.86257 -0.3 0.2 -0.3
O -2.45243 -1.75035 -0.04363 -0.8 1.8 -0.6
H -0.28369 -0.34576 0.44396 -0.3 0.1 0.2
H -0.81466 0.52704 1.86803 -0.4 0.3 -0.9
H -5.31669 -1.67728 1.32193 -0.3 0.1 -0.1
H -3.73605 -2.38861 -3.11540 0.0 0.5 -0.2
H -2.76734 -0.84099 -3.09580 -0.1 -0.4 -0.2
H -1.88701 -3.67988 -2.14608 0.0 0.3 -0.1
H -0.85150 -2.24430 -2.02389 -0.3 0.0 -0.1
H -0.88459 -2.00936 -4.53991 -0.3 -0.3 0.0
H -1.70478 -3.63883 -4.60408 0.0 0.4 0.0
H 0.27552 -3.84202 -2.94128 0.2 -0.2 0.2
C 2.52602 4.70984 -2.92751 0.2 0.3 0.2
C 3.55895 3.63923 -3.18774 -0.5 0.5 0.0
C 3.11745 2.25105 -2.80821 -0.1 -0.3 -0.2
O 4.36456 1.60917 -2.51946 0.0 0.2 0.0
C 5.21707 2.57652 -2.09598 0.2 0.0 0.1
O 6.26154 2.37239 -1.57388 0.1 0.0 0.0
O 4.70920 3.81190 -2.34743 0.0 -0.3 -0.1
H 2.93657 5.69693 -3.14324 0.0 0.0 -0.1
H 1.64121 4.55531 -3.54549 0.0 0.0 0.0
H 2.22748 4.71263 -1.87787 0.0 -0.1 0.0
H 3.89353 3.68092 -4.22916 0.0 -0.1 0.0
H 2.59159 1.73685 -3.61031 0.2 -0.1 0.0
H 2.50147 2.23018 -1.90629 0.0 0.1 0.0
C -0.15822 -1.36052 6.89621 0.3 -0.2 0.1
C 0.18701 -0.52883 5.68397 -0.2 -0.3 0.6
C -0.70934 -0.76425 4.49650 -0.3 0.2 -0.2
O 0.15294 -0.43327 3.39895 0.1 -0.3 0.5
C 1.42627 -0.69474 3.81051 0.3 -0.1 0.0
O 2.36327 -0.74409 3.08980 0.1 0.0 -0.1
O 1.46790 -0.89604 5.15080 -0.2 0.1 -0.3
H 0.57615 -1.20515 7.68668 -0.1 0.1 0.0
H -1.14528 -1.09983 7.27903 0.0 0.1 0.0
H -0.14268 -2.42436 6.65342 -0.1 0.0 -0.1
H 0.22475 0.53193 5.95026 0.0 0.0 -0.1
H -1.59466 -0.12981 4.49982 0.1 0.1 -0.2
H -1.01706 -1.80831 4.39119 0.1 0.0 0.1

---

45
Properties=species:S:1:pos:R:3:forces:R:3 method="wB97M-V/def2-TZVPD" homo_energy_ev=-10.0 spin_multiplicity=1 homo_lumo_gap_ev=8.825
N -1.23297 -0.80816 3.86736 -11.1 10.8 2.1
H -2.05330 -1.14708 3.33397 0.5 0.8 -0.7
H -0.62487 -1.38408 3.70518 9.5 -7.9 -1.6
H -1.72330 -0.66792 4.77833 1.5 -1.0 0.0
H -0.97747 0.22012 3.60054 0.0 -2.6 -0.5
F 0.04318 -0.46550 1.42966 -0.3 -0.2 0.6
C -3.20909 2.71448 -0.10059 2.9 3.4 1.7
C -3.57752 1.28151 -0.03202 -0.5 1.1 -1.1
C -2.83701 0.48017 0.99049 0.7 0.1 2.3
O -3.90465 0.01685 1.79153 1.6 -2.1 2.8
C -5.06732 0.40340 1.43059 -5.0 -0.4 1.1
O -6.12954 0.08408 1.98988 2.8 0.9 -1.5
O -4.94563 1.16612 0.36863 -1.5 1.1 0.2
H -4.01021 3.34222 -0.62524 1.2 -0.7 1.2
H -2.17250 2.99865 -0.54893 -1.8 -1.2 -0.2
H -2.77864 3.09729 1.01045 -2.3 -0.7 -2.5
H -3.78478 0.90744 -1.01866 1.7 -0.7 -0.8
H -2.11203 0.90103 1.78941 -0.9 0.4 -2.2
H -2.37337 -0.40136 0.69387 1.3 -1.2 -1.2
C 2.33497 1.97005 -1.88351 0.6 -0.6 0.9
C 2.40171 1.60114 -0.35638 -1.2 -3.7 -1.3
C 3.47362 0.49466 0.05595 0.1 2.6 -0.2
O 4.48754 1.36479 0.74171 -0.7 -1.1 0.1
C 3.99749 2.61359 0.84090 3.9 3.1 0.9
O 4.61824 3.64061 1.21719 -1.9 -3.9 -0.7
O 2.81099 2.67607 0.34425 -2.0 2.9 0.8
H 3.21332 2.61326 -2.06156 0.6 -1.3 -0.4
H 1.64951 2.75152 -2.16507 -1.4 -0.1 0.5
H 2.14759 1.04657 -2.50604 0.7 1.2 0.4
H 1.46983 1.16021 0.06084 0.0 0.8 -0.4
H 3.94995 0.13822 -0.80291 1.0 -0.6 -1.4
H 3.10261 -0.37032 0.59739 0.0 0.5 0.8
C -0.42848 -3.09149 -2.25561 4.3 -0.5 -3.4
C 0.69035 -2.24150 -1.62606 -2.4 1.0 -1.3
C 1.51474 -2.78470 -0.48287 -0.1 -3.5 -2.7
O 2.82080 -2.77704 -1.19277 1.6 -1.0 4.3
C 2.94645 -2.20749 -2.32150 -3.4 1.5 -3.4
O 3.87953 -2.02747 -3.04810 -0.9 -0.2 1.2
O 1.52374 -1.84686 -2.72041 3.5 -0.8 1.0
H -1.28878 -3.16526 -1.77511 -3.8 -0.2 2.5
H -0.13074 -4.10113 -2.61799 0.3 0.2 1.0
H -0.60372 -2.69052 -3.26108 -0.3 0.6 0.4
H 0.24282 -1.29942 -1.32475 -0.3 0.1 0.5
H 1.32184 -3.94211 -0.35873 0.3 2.3 0.0
H 1.32508 -2.26462 0.44778 1.0 0.6 0.2

---

44
Properties=species:S:1:pos:R:3:forces:R:3 method="wB97M-V/def2-TZVPD" homo_energy_ev="-17.1 / -17.1" charge=+3 spin_multiplicity=1 homo_lumo_gap_ev="3.782 / 3.783"
Ga -0.04937 -0.00137 -2.63501 -0.1 0.4 1.4
C -0.08982 1.13553 -0.98408 -1.3 6.1 1.8
O -0.33682 2.05648 -0.20484 0.1 -4.3 -4.2
C -0.05675 2.05636 -3.57753 0.0 2.6 -1.6
O -0.06094 3.09787 -4.00524 0.0 -1.7 0.9
C -2.06875 0.17341 -2.66837 -5.6 -0.1 0.5
O -3.20451 0.21993 -2.64356 3.5 0.0 -0.2
C 1.95899 0.18268 -2.67118 6.3 -0.1 0.3
O 3.09993 0.23241 -2.64932 -4.1 -0.1 -0.1
C -0.05089 -1.48198 -4.22855 0.0 0.9 -1.5
H 0.89165 -2.04297 -4.09114 -0.4 0.3 0.1
H -0.99125 -2.04699 -4.09112 0.4 0.4 0.1
C -0.05331 -0.26489 -4.94090 0.0 -2.7 -0.6
H -0.98993 0.15732 -5.33483 0.3 0.0 0.4
H 0.88163 0.16122 -5.33411 -0.3 0.0 0.3
C 2.62502 0.18976 0.69116 -0.5 -0.1 0.1
N 1.47054 0.94665 1.15566 -2.4 -0.1 -2.4
C 1.73186 2.10618 1.96767 -0.5 0.9 0.6
P -0.13903 0.15229 0.90596 1.0 -4.3 4.3
O -0.02394 -0.67030 -0.55539 1.4 1.8 0.8
N 0.02138 -0.78993 2.28167 -1.0 0.0 -1.7
C 0.78544 -1.97862 2.03810 0.4 -0.9 0.6
C 0.17908 -0.16751 3.58922 0.2 0.0 0.3
N -1.94507 -0.11109 0.77934 0.8 2.3 -1.4
C -2.80130 0.74766 1.56772 -0.3 0.5 0.6
C -2.25312 -1.53017 0.98474 0.5 -0.6 0.6
H 3.08047 -0.18349 1.59620 0.7 -0.5 -0.1
H 3.32715 0.80984 0.13056 0.0 0.2 0.1
H 2.28334 -0.62484 0.04291 0.4 -0.1 0.4
H 2.43983 2.82592 1.53268 -0.2 -0.3 -0.3
H 0.81453 2.67448 2.22126 0.4 -0.4 -0.2
H 2.16221 1.74750 2.90081 0.1 0.2 0.2
H 1.84518 -1.82052 2.23714 0.2 -0.2 0.0
H 0.40831 -2.72388 2.73455 0.2 -0.4 0.0
H 0.64250 -2.34086 1.01373 0.1 -0.1 0.3
H 1.23798 -0.00398 3.82331 -0.1 0.1 0.0
H -0.36964 0.77879 3.69009 0.1 -0.2 -0.2
H -0.22638 -0.86804 4.32410 0.0 0.1 0.0
H -2.65696 1.79893 1.29706 0.0 -0.1 0.1
H -3.84644 0.48792 1.36412 0.2 0.0 0.1
H -2.61095 0.61387 2.63975 -0.3 0.1 0.0
H -3.28652 -1.70459 0.68357 -0.1 0.3 -0.1
H -1.61830 -2.19189 0.37753 -0.2 0.3 0.3
H -2.15699 -1.80511 2.04456 -0.1 -0.1 -0.3